{
  "formula": "C5H13P",
  "method": "ωB97M-V/def2-TZVPD",
  "symbols": ["C", "C", "C", "C", "C", "P", "H", "H", "H", "H", "H", "H", "H", "H", "H", "H", "H", "H", "H"],
  "positions_angstrom": [[0.673114, -1.387770, 0.872356], [1.675864, 0.296287, -0.911126], [-0.646931, 1.556328, 0.802703], [0.441987, -0.478808, -0.476978], [-0.798043, 0.457755, -0.299426], [-2.513495, -0.237364, -0.372831], [0.953679, -0.759094, 1.693709], [1.549219, -2.104456, 0.574067], [-0.165153, -2.032155, 0.962235], [1.607609, 0.335035, -2.027308], [2.553483, -0.283974, -0.642981], [1.910965, 1.332620, -0.583020], [0.446749, 1.476981, 1.074750], [-1.020513, 2.529791, 0.419516], [-1.267941, 1.419661, 1.707817], [0.321093, -1.160172, -1.374980], [-0.816054, 1.174523, -1.490865], [-2.703318, -0.637906, 0.965077], [-2.202312, -1.497277, -0.892722]],
  "atomic_forces_ev_per_a": [[2.12, -0.05, -4.06], [0.62, 0.55, -1.09], [0.30, -0.51, -0.24], [-0.58, -1.04, 1.18], [0.92, 2.85, -3.65], [-0.42, -0.07, 1.90], [-0.14, 0.02, 0.62], [-1.32, 1.35, 0.84], [-0.91, -0.29, 0.72], [0.39, 0.20, 0.79], [0.26, -0.19, -0.15], [-0.75, -0.63, 0.19], [-1.23, 0.91, -0.08], [0.90, -0.48, 0.18], [0.35, -0.55, -0.36], [-0.58, 0.32, 1.35], [0.06, -2.00, 3.21], [-0.73, 0.58, 0.00], [0.74, -0.98, -1.36]],
  "nbo_charge": [-0.617, -0.622, -0.674, -0.250, -0.599, 0.570, 0.211, 0.207, 0.211, 0.213, 0.213, 0.214, 0.218, 0.232, 0.216, 0.217, 0.213, -0.022, -0.152],
  "relative_energy_kj_mol": 413.72,
  "e_lumo_ev": [1.1, -2.7],
  "homo_energy_ha": [-0.1379, -0.3830],
  "spin_multiplicity": 3,
  "total_energy_ev": -14677.166,
  "total_charge": 0,
  "s_squared": 2.003
}